Below is a molecular structure, C21H30IrN2Si in a non-equilibrium geometry, with properties calculated with the ωB97M-V functional and the def2-TZVPD basis.

Properties
energy relative to the best compared isomer or geometry (same formula, charge and spin): 110.3 kcal per mole
HOMO (alpha / beta): -12.3012 / -14.0564 eV
E: -1320.45709 a.u.

```
! RIJCOSX wB97M-V def2-TZVPD def2/J DEFGRID3
* xyz 2 6
C 1.072 2.000 0.229
C 0.134 2.122 -0.820
C -1.159 1.939 -0.278
H 0.349 2.315 -1.857
C -1.018 1.708 1.111
C 0.359 1.744 1.427
H 0.790 1.604 2.404
H 2.142 2.082 0.135
H -2.077 1.950 -0.839
H -1.820 1.529 1.808
Ir 0.000 0.000 0.000
C -1.494 -3.816 -5.440
H -2.192 -3.821 -4.607
H -1.778 -3.039 -6.144
H -0.491 -3.622 -5.071
Si -0.082 -0.883 -2.354
C 1.585 -0.898 -3.269
C 2.379 0.251 -3.322
H 2.027 1.159 -2.848
C 3.617 0.254 -3.948
H 4.208 1.162 -3.978
C 4.104 -0.910 -4.528
H 5.074 -0.916 -5.010
C 3.336 -2.065 -4.489
H 3.704 -2.976 -4.944
C 2.091 -2.052 -3.873
H 1.499 -2.960 -3.859
C -1.235 0.182 -3.431
C -0.833 0.706 -4.662
H 0.131 0.429 -5.070
C -1.648 1.570 -5.384
H -1.309 1.958 -6.336
C -2.896 1.926 -4.895
H -3.533 2.598 -5.456
C -3.318 1.415 -3.674
H -4.293 1.682 -3.283
C -2.494 0.562 -2.956
H -2.838 0.188 -1.998
H -0.575 -2.296 -2.599
H -1.518 -4.781 -5.937
N 1.112 -1.861 0.269
C 0.844 -2.760 1.475
C 0.706 -2.167 2.926
C 0.053 -0.825 2.844
N -1.054 -0.787 1.822
H 0.596 -0.999 0.444
H 1.931 -1.546 0.842
H -0.095 -3.309 1.266
H 1.586 -3.584 1.560
H 0.074 -2.833 3.563
H 1.671 -2.047 3.480
H -0.173 -0.425 3.880
H 0.936 -0.307 2.490
H -1.588 -0.227 2.510
H -1.318 -1.786 1.857
*
```



Below is C21H30N4O4S in the gas phase in a non-equilibrium geometry, with properties calculated with the ωB97M-V functional and the def2-TZVPD basis.

Properties
energy relative to the best compared isomer or geometry (same formula, charge and spin): 74.4 kcal per mole
HOMO: -7.8016 eV
E: -1736.38490 a.u.
SMILES: COc1ccc(N(CC(=O)N2CCC(C)CC2)S(=O)(=O)c2c(C)nn(C)c2C)cc1

```
! RIJCOSX wB97M-V def2-TZVPD def2/J DEFGRID3
* xyz 0 1
C 2.320 0.876 7.062
H 1.976 0.758 8.089
O 1.180 0.715 6.257
C 1.327 0.806 4.901
C 0.167 0.635 4.147
C 0.203 0.697 2.770
C 1.402 0.943 2.103
C 2.554 1.137 2.858
C 2.523 1.054 4.239
H 3.442 1.200 4.784
H 3.485 1.338 2.357
N 1.465 1.052 0.709
S 2.685 0.395 -0.246
O 2.928 1.354 -1.291
O 3.787 0.010 0.582
C 1.944 -1.037 -0.939
C 1.560 -2.133 -0.181
N 0.883 -2.939 -1.016
N 0.806 -2.435 -2.252
C 1.440 -1.276 -2.234
C 1.596 -0.431 -3.445
H 1.962 0.551 -3.160
H 0.650 -0.349 -3.974
H 2.317 -0.889 -4.121
C 0.230 -4.174 -0.698
H 0.952 -4.915 -0.350
H -0.250 -4.534 -1.605
H -0.519 -4.012 0.078
C 1.777 -2.412 1.255
H 2.028 -3.459 1.417
H 2.582 -1.781 1.622
H 0.868 -2.178 1.811
C 0.342 1.495 -0.077
C -0.623 0.369 -0.471
O -0.733 -0.638 0.211
N -1.327 0.529 -1.608
C -1.448 1.720 -2.415
H -1.202 1.461 -3.451
C -2.879 2.260 -2.340
C -3.912 1.209 -2.764
C -3.895 0.958 -4.271
H -2.943 0.557 -4.604
H -4.673 0.248 -4.540
H -4.080 1.886 -4.809
C -3.675 -0.075 -1.962
C -2.220 -0.531 -2.040
H -1.953 -0.816 -3.062
H -2.054 -1.389 -1.388
H -3.923 0.109 -0.914
H -4.322 -0.872 -2.328
H -4.907 1.592 -2.509
H -3.082 2.561 -1.310
H -2.962 3.144 -2.973
H -0.754 2.489 -2.086
H -0.208 2.261 0.480
H 0.789 1.942 -0.967
H -0.703 0.529 2.212
H -0.760 0.445 4.665
H 2.761 1.872 6.943
H 3.078 0.116 6.846
*
```